[1]
C5H39N2O13 | wB97M-V/def2-TZVPD

XYZ file:
```
59
Properties=species:S:1:pos:R:3:forces:R:3
C 0.045733 -1.611228 1.352668 -1.443 -1.218 2.987
N -0.326536 -1.476048 -0.026385 2.563 -0.535 0.591
C 1.475929 -1.219465 1.794210 -0.209 -1.239 -1.741
N 1.787867 0.132775 1.248201 -1.149 0.813 3.688
C 1.682826 1.076810 2.475326 0.162 2.351 1.172
C 1.882792 0.255966 3.765821 2.661 -1.148 -0.296
C 1.723466 -1.222930 3.235652 -1.938 0.504 3.591
H 0.005995 -2.706541 1.777869 -0.401 1.981 -1.341
H -0.755013 -1.063258 2.027016 1.578 -0.748 -0.843
H -0.793394 -2.264531 -0.422345 -0.592 0.129 -0.119
H -0.594074 -0.563282 -0.303074 -0.966 0.333 -0.290
H 2.201992 -1.923419 1.392871 -0.217 0.138 -0.727
H 0.967398 0.304012 0.737902 -0.834 0.883 -1.695
H 2.582661 0.177056 0.659428 1.517 0.545 -0.940
H 0.752791 1.688207 2.485368 -0.169 -1.352 -0.476
H 2.343579 1.971510 2.517453 0.488 -1.128 -0.920
H 2.968951 0.401862 4.206561 -1.885 -0.300 -1.293
H 1.310189 0.456503 4.663118 -0.827 0.359 -0.505
H 2.591273 -1.765344 3.459384 1.346 -0.696 0.269
H 0.917799 -1.771680 3.849079 0.843 0.858 -1.178
H -2.469556 -0.556485 -2.766797 -0.046 -0.802 -0.047
H -3.050122 0.130257 -1.523661 -0.207 -0.601 0.069
O -2.596945 0.284112 -2.350490 0.366 1.536 -0.292
H 2.036315 2.386275 -3.567015 -5.812 3.009 -0.888
H 2.770822 1.258613 -3.756551 0.465 -3.843 -1.384
O 2.841155 2.087397 -3.409504 5.314 1.140 2.062
H -4.213560 0.714638 1.482014 0.784 0.250 -0.818
H -3.127440 1.283886 0.498923 2.065 4.392 -0.426
O -3.557861 0.549689 0.775264 -2.948 -4.465 1.527
H -2.111463 2.928771 -3.640941 -0.266 0.200 -2.531
H -2.116805 2.000648 -2.517698 -0.697 -3.945 0.662
O -2.002973 2.878526 -2.727760 1.012 2.941 0.537
H 3.838986 -2.618958 -1.098649 0.964 0.222 -0.615
H 2.507836 -1.939924 -0.922254 -1.339 1.886 -1.325
O 3.052695 -2.600538 -0.581048 1.073 -1.231 1.641
H -0.438738 2.545549 -1.633470 -5.921 0.844 -4.642
H -0.084744 2.684163 -0.176104 0.188 -0.162 -1.470
O 0.228896 2.468826 -1.095722 5.896 -0.752 6.377
H 0.612818 -0.654572 -2.363987 -3.833 -0.264 1.045
H 1.470745 -0.577141 -3.637916 -0.609 -0.095 -4.069
O 1.425749 -0.616422 -2.744578 4.237 0.088 2.979
H 3.851775 1.488238 -1.493230 2.216 1.100 -0.226
H 2.541760 1.186796 -1.583008 0.647 -1.566 0.955
O 3.356027 0.784404 -1.130247 -2.773 0.264 -0.095
H -3.876430 -2.171052 -0.753256 2.054 1.409 0.767
H -3.282376 -0.834347 -0.020535 -0.046 -1.342 -0.058
O -3.017374 -1.671969 -0.508287 -2.526 -0.786 -0.591
H -2.700638 3.131916 1.943705 0.486 -0.105 -0.870
H -2.441720 3.520821 0.358503 0.343 -0.948 1.458
O -2.237473 2.834459 1.131717 -0.408 1.112 -0.501
H 1.877690 -4.149482 -1.275769 1.920 1.932 -1.607
H 1.094317 -3.839285 0.091511 0.361 1.610 0.519
O 1.345198 -4.412642 -0.593417 -3.055 -4.354 1.184
H -2.148571 -4.592543 1.090227 0.096 -0.717 -0.478
H -2.749916 -3.643052 2.064113 0.264 0.207 -0.049
O -1.953694 -3.773442 1.529634 -0.394 0.239 0.557
H -3.028586 3.770746 -1.604516 -0.357 0.114 0.485
H -1.760125 4.526276 -1.489175 -3.214 -0.376 2.792
O -2.657898 4.329872 -0.896146 3.170 1.332 -2.571
```
Positions in Å, forces in eV/Å.

Results
- Total energy: -35406.7467 eV
- E_LUMO: -2.47 eV
- Charge: +1
- Orbital gap: 9.58 eV
- Max |F|: 8.72 eV Å⁻¹
- Molecular weight: 335.4 g mol⁻¹

---

[2]
C13H23ClHgNP | wB97M-V/def2-TZVPD

XYZ file:
```
40
Properties=species:S:1:pos:R:3:forces:R:3
C -1.175059 1.309274 -3.142549 0.044 0.167 -0.034
C -0.509028 2.036184 -2.153836 0.318 -0.076 0.261
C 0.361279 1.395578 -1.232210 -0.334 0.446 -1.297
C 0.455660 0.010389 -1.290117 0.663 0.556 0.110
C -0.324595 -0.719016 -2.183193 -0.135 0.345 -0.583
C -1.033426 -0.078486 -3.202455 -0.324 -0.151 0.581
C 1.250894 2.203643 -0.320588 0.006 0.238 0.425
C 0.498089 3.013283 0.790675 -0.095 -0.008 0.142
N -0.478837 2.309128 1.594717 0.570 -1.004 -0.644
Hg 2.001731 -1.155183 -0.149723 -0.131 1.283 0.340
C -0.400700 -2.226265 -2.020935 0.168 -1.053 0.213
P 0.023992 -2.512871 -0.255754 0.940 0.413 -0.062
H -0.591557 3.128292 -2.139644 -0.110 -0.327 0.031
H -1.492736 -0.678579 -3.991021 -0.126 0.264 0.234
H -1.829265 1.822696 -3.858692 0.446 -0.185 0.228
H 0.338841 -2.744766 -2.655750 -0.325 0.003 0.180
H -1.406183 -2.653853 -2.200183 0.424 0.371 -0.241
H 1.983317 1.515708 0.157784 -0.446 0.490 -0.232
H 1.835934 2.938215 -0.915723 -0.259 -0.357 0.300
H 1.268980 3.370087 1.494119 -0.208 0.227 -0.397
C 0.438610 -4.173689 0.248937 -1.103 -1.128 -0.147
C -1.379977 -1.796523 0.619075 -0.624 -0.422 0.483
H -0.009450 3.887141 0.342725 0.347 -0.144 0.025
C -1.868001 2.267233 1.238624 0.058 0.233 -0.052
C -0.135869 1.863458 2.915051 -0.099 0.267 -0.059
H 4.513664 -3.785504 2.093618 -0.020 -0.063 0.036
H -2.417816 3.115175 1.694873 -0.160 -0.204 -0.199
H -1.994661 2.288917 0.143799 0.012 0.063 0.435
H -2.316042 1.330500 1.609806 0.024 0.246 -0.108
H -0.512891 2.579430 3.668853 0.202 -0.246 0.191
H -0.580745 0.878416 3.125976 0.070 0.162 0.014
H 0.952022 1.764455 3.004769 -0.233 0.055 0.090
H -2.248685 -2.477461 0.518294 0.289 0.407 0.214
H -1.124460 -1.645040 1.679288 -0.185 -0.168 -0.321
H -1.636067 -0.815124 0.195021 0.245 -0.375 -0.001
H -0.371382 -4.851393 -0.039428 0.309 -0.468 0.189
H 1.395966 -4.474647 -0.199502 -0.419 0.140 0.063
H 0.551204 -4.187854 1.342182 -0.028 0.082 -0.324
H 4.008420 -3.358546 2.429748 0.022 -0.010 -0.019
Cl 3.958826 -0.692402 1.043371 0.204 -0.067 -0.064
```
Positions in Å, forces in eV/Å.

Results
- Total energy: -41328.2500 eV
- E_LUMO: 0.20 eV
- Charge: 0
- Orbital gap: 7.39 eV
- Max |F|: 1.58 eV Å⁻¹
- Molecular weight: 460.4 g mol⁻¹

---

[3]
C3H4LaO4 | wB97M-V/def2-TZVPD

XYZ file:
```
12
Properties=species:S:1:pos:R:3:forces:R:3
O -1.480811 -1.215110 0.701353 -1.210 1.338 -1.128
C -0.382998 -1.896695 1.149212 0.150 -2.863 0.661
C -1.273752 -0.450485 -0.497778 -0.223 -0.990 0.501
O -0.571014 -3.018703 1.618938 0.353 1.846 -0.432
O 0.714053 -1.273660 0.970573 0.621 1.405 -1.170
C 0.030112 0.289639 -0.392301 2.650 -0.723 0.618
H -2.133638 0.226250 -0.588862 0.296 -0.100 -0.022
H -1.276044 -1.156452 -1.339849 -0.036 0.175 -0.080
H 0.014381 1.070756 0.383872 0.276 -0.453 -0.145
O 0.131886 1.519696 -1.825705 1.086 -0.060 -0.897
H -0.263896 2.354037 -1.564537 -0.132 0.264 -0.191
La 2.127992 0.363065 -1.924717 -3.830 0.160 2.283
```
Positions in Å, forces in eV/Å.

Results
- Total energy: -12213.3492 eV
- E_LUMO: -6.76 eV
- Charge: +1
- Orbital gap: 4.54 eV
- Max |F|: 4.46 eV Å⁻¹
- Molecular weight: 243.0 g mol⁻¹

---

[4]
C6H11N | wB97M-V/def2-TZVPD

XYZ file:
```
18
Properties=species:S:1:pos:R:3:forces:R:3
C -2.125212 1.211050 0.713491 1.068 0.567 0.308
C -0.779106 1.160663 0.793625 -1.414 -1.907 1.028
C 0.181621 0.794104 -0.249446 0.581 1.279 -1.192
C 1.082493 1.740226 -0.574331 -0.108 -0.477 -0.541
C 0.024723 -0.497290 -1.055848 -1.444 2.137 0.651
C 0.192203 -1.619402 -0.059621 0.939 -1.769 0.393
N 1.653688 -2.025824 0.086463 -1.960 0.322 -0.420
H -2.540164 1.683318 1.606187 -0.659 -0.749 -0.254
H -2.756108 0.921259 -0.128304 0.284 0.581 0.014
H -0.473804 1.029518 1.841378 0.524 1.221 -0.284
H 1.657854 1.668918 -1.511440 0.008 -0.177 0.679
H 1.196520 2.668643 -0.014811 -0.178 -0.241 -0.070
H 0.646054 -0.309422 -1.938632 0.351 -1.251 0.316
H -1.014796 -0.469830 -1.437891 0.304 -0.249 0.182
H -0.435477 -2.514323 -0.241290 0.722 0.172 -0.832
H -0.233686 -1.392408 0.936305 0.222 0.821 -0.402
H 2.129457 -1.233927 0.516149 0.049 -0.420 0.173
H 1.593734 -2.815273 0.718010 0.710 0.138 0.251
```
Positions in Å, forces in eV/Å.

Results
- Total energy: -7888.0477 eV
- E_LUMO: 1.05 eV
- Charge: 0
- Orbital gap: 10.11 eV
- Max |F|: 2.66 eV Å⁻¹
- Molecular weight: 97.2 g mol⁻¹
- SMILES: C=CC(=C)CCN

---

[5]
C4H6O2 | wB97M-V/def2-TZVPD

XYZ file:
```
12
Properties=species:S:1:pos:R:3:forces:R:3
C 1.946359 -0.692930 -1.167132 0.009 0.057 0.073
C 1.971704 -0.070288 -0.010615 0.112 0.252 0.706
O 2.029079 0.437246 1.040715 -0.007 -0.452 -0.953
H 1.196838 -0.421733 -1.896781 0.132 -0.003 0.118
H 2.703571 -1.436676 -1.375543 -0.064 0.083 0.066
C -1.424803 0.003687 1.060005 0.106 -0.023 0.025
C -1.358560 0.696669 -0.271343 0.204 0.140 -0.100
O -0.348060 1.120248 -0.784373 -0.505 -0.183 0.213
H -2.065843 -0.881939 0.994623 0.082 0.124 -0.019
H -0.428998 -0.265318 1.418477 -0.156 0.060 -0.062
H -1.890458 0.685629 1.782602 0.024 -0.072 -0.108
H -2.330826 0.825400 -0.790640 0.063 0.017 0.040
```
Positions in Å, forces in eV/Å.

Results
- Total energy: -8338.7452 eV
- E_LUMO: 0.95 eV
- Charge: 0
- Orbital gap: 9.95 eV
- Max |F|: 1.05 eV Å⁻¹
- Molecular weight: 86.1 g mol⁻¹
- SMILES: C=C=O.CC=O

---

[6]
C5H5F | wB97M-V/def2-TZVPD

XYZ file:
```
11
Properties=species:S:1:pos:R:3:forces:R:3
C 2.826152 -0.205954 -0.246549 0.283 1.316 -1.298
C 1.625835 -0.369903 -0.130908 -0.045 -0.833 0.751
C 0.175245 -0.511247 0.215225 -0.528 -5.381 2.097
C -0.584255 0.629048 -0.040052 -3.236 2.475 0.709
C -1.915890 0.469008 -0.156888 -0.915 1.137 -0.833
F -2.327101 -0.874146 -0.279137 -0.655 1.840 0.063
H 3.801484 0.239029 -0.641155 -1.880 -1.272 1.081
H -0.111293 -0.782806 1.359679 1.802 0.742 -1.925
H -0.612821 -1.355725 -0.130776 3.401 0.848 -0.285
H -0.073563 1.503483 0.301229 -0.486 1.265 -0.618
H -2.803797 1.259214 -0.250667 2.261 -2.138 0.258
```
Positions in Å, forces in eV/Å.

Results
- Total energy: -7978.7444 eV
- E_LUMO: 0.89 eV
- Charge: 0
- Orbital gap: 10.25 eV
- Max |F|: 5.80 eV Å⁻¹
- Molecular weight: 84.1 g mol⁻¹
- SMILES: C#CC/C=C\F